1 | Entry from the Open Molecules 2025 dataset: a single C15H23NO4 molecule (ωB97M-V/def2-TZVPD).

Calculated values
SMILES string: COc1ccc(OCCOCCN2CCOCC2)cc1
HOMO energy, eV: -7.903
Frontier orbital gap, eV: 8.70

Structure (XYZ):
```
43
C15H23NO4 (ωB97M-V/def2-TZVPD)
O -0.642 -3.075 0.507
O -1.743 4.372 -2.553
O -1.098 -0.438 -1.057
O 4.280 -1.402 2.375
N -2.260 2.444 -0.554
C -1.177 3.397 -0.405
C 3.087 -1.762 1.814
C 2.233 -2.515 2.623
C 2.674 -1.433 0.532
C 5.182 -0.652 1.601
C 1.009 -2.929 2.153
C -1.129 -2.891 -0.802
C -2.435 2.120 -1.959
C -1.542 4.659 -1.189
C 1.438 -1.848 0.058
C -1.919 -1.582 -0.991
C 0.595 -2.602 0.860
C -1.010 0.328 0.130
C -2.761 3.411 -2.712
C -2.193 1.299 0.327
H 1.144 -1.549 -0.935
H -2.449 -1.647 -1.948
H -1.819 -3.725 -0.967
H 0.347 -3.513 2.772
H -0.735 5.392 -1.146
H -3.131 0.748 0.208
H -0.323 -2.949 -1.540
H -0.936 -0.323 1.009
H -2.458 5.095 -0.761
H 4.760 0.317 1.316
H -1.059 3.642 0.653
H 3.301 -0.847 -0.123
H 5.487 -1.194 0.700
H -0.076 0.889 0.045
H -2.842 3.226 -3.784
H -2.148 1.678 1.352
H -2.654 -1.496 -0.184
H -0.220 3.010 -0.794
H -3.713 3.816 -2.335
H 2.557 -2.765 3.620
H -3.265 1.418 -2.060
H -1.531 1.665 -2.392
H 6.053 -0.492 2.235
```

***

2 | Entry from the Open Molecules 2025 dataset: a single C15H23NO4 molecule (ωB97M-V/def2-TZVPD).

Calculated values
SMILES string: CCCCCCCn1ccc(O)c(CC(=O)OC)c1=O
HOMO energy, eV: -8.256
Frontier orbital gap, eV: 9.02

Structure (XYZ):
```
43
C15H23NO4 (ωB97M-V/def2-TZVPD)
O -2.506 2.514 -0.009
O -4.974 1.373 0.157
O -5.344 -0.831 0.131
O -1.588 -2.139 0.398
N -0.168 -0.783 -0.736
C 1.525 -2.267 0.274
C -1.793 1.395 -0.202
C 3.596 -0.855 -0.211
C 2.440 -1.138 0.748
C -3.350 -0.094 1.152
C 4.603 0.173 0.320
C -1.328 -1.007 0.011
C -0.588 1.536 -0.942
C -4.632 0.242 0.434
C 0.695 -1.924 -0.967
C 4.313 1.626 -0.064
C 0.175 0.443 -1.179
C 3.098 2.236 0.625
C -6.559 -0.618 -0.575
C -2.141 0.153 0.274
H 1.089 0.507 -1.751
H 4.187 1.694 -1.148
H -6.360 -0.137 -1.535
H 3.053 3.305 0.423
H 1.847 -0.238 0.909
H 1.336 -1.712 -1.824
H 4.119 -1.799 -0.388
H 0.052 -2.778 -1.198
H 3.162 2.096 1.702
H 2.121 -3.154 0.047
H -3.346 -1.151 1.423
H 0.830 -2.526 1.074
H -7.227 0.020 0.007
H 3.217 -0.511 -1.175
H -0.314 2.511 -1.305
H 5.589 -0.076 -0.079
H 2.172 1.793 0.271
H 4.664 0.093 1.407
H 2.859 -1.427 1.715
H -7.000 -1.600 -0.724
H -3.424 2.308 0.262
H 5.191 2.221 0.197
H -3.289 0.525 2.052
```

***

Result of the stability comparison: 1 is the least stable of them.

***

1 | Entry from the Open Molecules 2025 dataset: a molecular structure, C21H28N2O4S (ωB97M-V/def2-TZVPD).

Calculated values
HOMO energy, eV: -8.030
Frontier orbital gap, eV: 8.46

Structure (XYZ):
```
56
C21H28N2O4S (ωB97M-V/def2-TZVPD)
S 0.678 0.058 -3.545
O -3.782 -0.014 0.376
O -3.299 0.836 -1.622
O -3.190 3.281 0.164
O -1.611 3.087 -1.573
N 2.907 0.155 -2.182
N 0.689 0.306 -1.067
C -2.903 0.258 -0.437
C -5.579 1.272 1.287
C 6.595 0.975 2.259
C -1.200 1.138 1.084
C 4.272 0.589 1.437
C -0.556 0.122 -1.395
C -0.865 0.046 -2.691
C -1.709 -3.906 0.082
C 6.042 0.636 -0.239
C 5.247 0.671 -1.391
C 5.732 0.558 1.067
C 1.479 0.429 -1.994
C -1.346 -1.456 0.439
C 3.808 0.552 -0.981
C -5.115 0.328 0.377
C -0.402 -4.409 0.442
C -2.068 2.829 -0.240
C -1.725 -2.400 -0.542
C -1.580 -0.121 0.051
C 3.383 0.478 0.188
C -0.918 2.387 0.501
H -2.249 -3.840 0.915
H -2.057 -1.556 1.427
H -5.354 1.103 2.166
H -0.593 3.170 1.222
H 0.267 -4.429 -0.431
H -0.089 0.571 1.618
H 7.612 0.522 1.974
H -2.880 -2.209 -0.872
H 0.170 2.288 -0.159
H -6.645 1.555 1.182
H -4.931 2.495 1.139
H 2.356 0.230 0.552
H 6.851 2.107 2.091
H 7.080 0.761 -0.668
H 5.431 0.588 -2.243
H -5.340 0.594 -0.416
H -0.419 -5.528 0.790
H -2.017 1.110 1.976
H -2.493 3.282 -2.000
H 3.323 0.493 -3.028
H -2.331 -4.534 -0.664
H 0.080 -3.726 1.338
H -1.390 -2.407 -1.361
H 4.107 0.665 2.333
H -0.333 -1.785 0.572
H -1.837 -0.099 -2.974
H 6.383 0.494 3.069
H -5.688 -0.601 0.601
```

***

2 | Entry from the Open Molecules 2025 dataset: a single C21H28N2O4S molecule (ωB97M-V/def2-TZVPD).

Calculated values
HOMO energy, eV: -7.960
Frontier orbital gap, eV: 8.57

Structure (XYZ):
```
56
C21H28N2O4S (ωB97M-V/def2-TZVPD)
S -2.280 -2.550 -0.590
O 5.843 2.308 -0.729
O -3.000 0.411 -2.687
O -2.201 -1.856 0.704
O 1.656 -1.999 1.520
N -2.129 0.614 -0.603
N 1.142 -2.066 -0.629
C 4.910 1.379 -0.399
C -2.378 4.281 0.294
C -2.773 1.870 -0.279
C 4.136 0.891 -1.459
C 1.913 -1.533 0.277
C -3.716 1.720 0.924
C 0.079 -3.568 2.566
C -2.341 -0.028 -1.766
C 3.706 -0.055 1.106
C 0.641 -2.883 1.377
C -4.763 0.639 0.672
C -0.763 -3.665 -0.616
C -4.374 3.072 1.208
C 2.937 -0.541 0.053
C 0.331 -2.940 0.044
C -1.624 -1.363 -1.849
C -1.714 2.940 -0.001
C -3.330 4.150 1.479
C 4.684 0.896 0.887
C 6.657 2.844 0.287
C 3.165 -0.054 -1.238
H -5.487 0.618 1.483
H -0.949 -3.246 2.723
H -1.054 3.027 -0.866
H -1.109 2.631 0.856
H 0.086 -4.648 2.425
H -4.981 3.360 0.347
H -0.547 -3.888 -1.656
H 7.314 3.556 -0.209
H -1.037 -4.564 -0.069
H -2.937 4.606 -0.586
H -2.761 3.887 2.374
H 6.063 3.366 1.044
H -3.117 1.430 1.795
H -4.293 -0.340 0.611
H -1.801 -1.814 -2.823
H 5.264 1.252 1.724
H 0.670 -3.316 3.443
H -3.824 5.106 1.666
H 4.326 1.278 -2.447
H -3.352 2.150 -1.165
H -1.616 5.033 0.506
H -1.739 0.089 0.168
H 2.567 -0.435 -2.050
H -5.290 0.829 -0.260
H -5.039 2.978 2.069
H -0.555 -1.240 -1.665
H 7.261 2.068 0.768
H 3.534 -0.426 2.105
```

***

Result of the stability comparison: 1 is the least stable of them.

***

1 | Entry from the Open Molecules 2025 dataset: 40 unconnected molecules or ions with the total composition H80O40 (ωB97M-V/def2-TZVPD).

Calculated values
Multiplicity: 2
HOMO energy (spin up / spin down), eV: -12.308 / -12.308
Net charge: +1
Frontier orbital gap (spin up / spin down), eV: 9.29 / 2.86

Structure (XYZ):
```
120
H80O40 (ωB97M-V/def2-TZVPD)
O -5.039 0.244 -1.642
O 1.002 2.330 -3.704
O 4.351 -2.945 1.598
O -1.657 -4.223 4.268
O -3.596 -0.696 4.060
O 0.433 -2.122 -4.534
O 2.616 4.571 3.161
O -0.513 -2.449 -0.487
O 1.247 2.830 -0.719
O 1.164 -3.488 3.757
O 5.265 1.958 1.394
O -1.977 -2.012 1.733
O 1.479 -3.821 -1.770
O -0.862 -4.514 1.433
O -2.228 -4.242 -4.151
O -1.093 1.809 -1.036
O 2.030 -0.417 -2.678
O 1.584 -6.308 2.494
O 4.683 -0.057 -0.033
O 1.469 -4.775 -4.387
O -3.608 -4.505 1.474
O 1.493 -2.709 1.182
O -3.523 2.682 4.950
O 3.909 2.294 -0.746
O -0.879 -0.349 -2.782
O -0.008 2.226 3.549
O -5.107 3.162 2.073
O 1.342 5.761 -2.763
O 2.281 0.579 1.779
O -4.509 -1.647 0.794
O -0.929 4.415 -0.080
O -4.490 1.181 0.593
O -1.387 5.695 -2.429
O 4.005 5.377 -1.467
O 0.502 -0.863 3.653
O 3.478 -0.961 -4.922
O -2.194 3.261 -3.658
O -4.865 2.381 -3.452
O 3.737 1.413 4.081
O 0.870 -0.186 -0.133
H 3.786 -0.288 -5.498
H 2.445 -0.604 -3.535
H -1.867 6.029 -1.674
H 4.892 -2.214 1.917
H 2.092 -0.199 1.199
H 1.687 -4.299 -5.179
H 1.379 6.571 -2.269
H 2.092 -3.265 -1.304
H 2.927 2.337 -0.812
H 1.352 -2.261 -4.325
H -4.411 2.996 2.737
H 0.307 2.505 -0.643
H -4.447 2.158 0.752
H 0.115 -1.539 3.079
H 1.182 -3.612 1.269
H 0.073 -2.890 -1.090
H 1.349 0.255 -2.649
H -1.390 4.851 0.643
H 4.229 1.818 -1.496
H -3.630 1.851 5.409
H 1.583 -4.306 4.020
H 1.385 3.217 -3.777
H 4.214 -2.841 0.659
H -0.714 -4.084 4.056
H 0.629 -6.313 2.370
H -0.893 -3.766 2.038
H 5.886 2.655 1.151
H -0.084 -2.884 -4.278
H 0.819 5.136 -2.258
H -5.458 -1.560 0.918
H 1.264 3.712 -1.092
H 3.887 -0.611 0.082
H 1.892 -2.436 2.012
H -2.032 1.784 -1.229
H 0.539 -1.105 -0.320
H 1.638 -4.083 -2.670
H -5.729 2.545 2.491
H -1.580 -4.558 5.170
H 4.213 4.526 -1.070
H 3.065 5.127 2.519
H -1.181 -2.826 0.075
H 0.320 0.254 0.514
H -1.668 -4.773 -3.566
H -2.531 -2.795 1.572
H -4.810 2.940 -2.669
H 0.723 -0.191 3.002
H -2.591 3.095 -4.523
H -1.410 3.781 -3.848
H 4.263 0.701 4.460
H -4.380 -1.254 -0.083
H 0.228 1.584 2.900
H 3.208 3.849 3.419
H -0.625 1.193 -1.632
H 4.806 0.840 0.430
H -4.252 0.018 -2.123
H -0.515 -0.815 -2.018
H -0.509 -0.752 -3.550
H 1.987 -6.283 1.623
H 4.418 2.226 1.009
H 0.345 2.410 -4.403
H 0.653 -2.855 4.241
H -2.774 -0.368 3.712
H -3.843 -1.523 4.430
H -1.802 -4.681 1.270
H -2.499 -1.551 2.385
H 3.423 5.187 -2.220
H -3.869 -4.933 2.291
H -4.976 1.529 -2.983
H -2.659 3.081 4.972
H -3.719 0.628 0.733
H 0.605 -5.042 -4.120
H 3.238 0.960 3.403
H -4.998 0.770 -0.767
H -0.524 3.625 0.257
H 0.407 3.089 3.470
H 4.031 -1.679 -4.623
H 2.466 1.383 1.290
H -1.927 5.465 -3.184
H -4.339 -4.143 0.968
H -1.883 -3.378 -3.892
```

***

2 | Entry from the Open Molecules 2025 dataset: 40 unconnected molecules or ions with the total composition H80O40 (ωB97M-V/def2-TZVPD).

Calculated values
Multiplicity: 2
HOMO energy (spin up / spin down), eV: -12.531 / -12.531
Net charge: +1
Frontier orbital gap (spin up / spin down), eV: 9.19 / 2.78

Structure (XYZ):
```
120
H80O40 (ωB97M-V/def2-TZVPD)
O -2.703 -1.152 -0.089
O -2.124 1.998 -0.723
O 4.826 3.002 2.277
O -5.009 1.080 2.139
O 2.723 -3.664 -3.531
O -0.272 -4.785 -4.009
O 0.168 4.346 0.242
O -2.587 -4.215 -0.939
O 2.243 1.075 0.329
O -1.408 -1.670 5.465
O 0.661 1.599 -5.674
O 0.398 0.433 4.565
O 0.042 -1.054 1.846
O -1.922 1.220 1.776
O 3.967 2.892 -0.859
O 4.240 -3.380 -1.118
O 1.519 -2.660 -0.167
O 1.317 -2.515 5.071
O -3.019 -0.916 -5.102
O 0.409 -0.461 -0.722
O -3.503 3.998 1.030
O 4.668 -1.681 0.632
O 3.744 -0.093 -1.635
O 2.968 5.280 1.513
O -0.904 -3.591 1.496
O -1.877 2.150 4.339
O -5.426 -1.173 3.628
O -3.980 3.772 -1.640
O 1.678 0.439 -3.497
O -1.535 1.394 -4.419
O 5.044 0.241 2.605
O 1.553 -4.513 3.378
O -5.600 -2.780 -1.756
O -1.645 -0.360 -2.349
O 2.751 -6.278 -1.201
O 0.443 3.162 -3.397
O -4.822 -0.028 -2.864
O -0.898 5.376 -2.113
O 1.196 3.216 3.123
O 2.513 -0.740 3.198
H 2.800 -5.559 -0.702
H 5.403 -0.501 2.327
H -0.187 -0.190 2.177
H -0.268 4.939 -0.527
H -4.085 3.267 1.508
H -0.684 1.062 -4.702
H 1.494 -2.953 -1.149
H -2.857 4.594 1.624
H -0.757 -0.426 -2.619
H -2.195 -4.593 -0.202
H -2.696 2.838 -0.772
H -0.935 -5.334 -3.538
H -2.887 -3.547 -0.493
H 2.011 5.349 1.723
H 1.946 -4.036 2.675
H -1.261 6.178 -2.095
H 2.976 4.476 0.982
H 2.268 0.602 1.078
H 4.942 0.743 1.837
H -5.502 -0.295 4.031
H -3.520 4.423 -2.093
H 3.631 1.969 -0.924
H 3.210 0.094 -0.871
H 2.023 -5.382 3.365
H -4.752 -3.058 -2.096
H 1.144 2.453 -5.794
H 3.207 -0.208 2.622
H -5.387 0.197 2.307
H -0.659 4.234 0.756
H 0.737 0.815 5.333
H -5.005 0.972 -2.642
H -1.158 1.564 4.509
H 2.415 0.357 -2.796
H -2.251 1.322 -5.022
H -5.350 -0.490 -2.127
H 1.412 0.533 -0.215
H 4.716 0.354 -1.586
H 2.050 3.551 3.103
H -0.386 5.118 -2.867
H 0.491 -1.434 -0.844
H 1.408 0.966 -5.660
H -0.335 2.490 -3.335
H 1.169 2.675 2.303
H 3.441 3.450 -0.443
H 5.018 -2.627 0.350
H -0.504 -3.832 -4.012
H -1.998 0.439 -2.763
H -1.426 -3.453 0.625
H -1.798 3.037 4.391
H -0.745 -2.716 1.983
H -1.601 1.690 2.562
H -2.028 -2.416 5.878
H 1.664 -2.489 4.214
H 1.200 2.512 -3.674
H 1.606 -0.534 -3.676
H 2.027 -6.108 -1.834
H -5.726 -1.896 -1.951
H 0.757 -3.133 0.448
H 4.063 3.115 2.783
H 5.409 2.543 2.914
H 0.355 -0.468 4.846
H -3.095 -0.045 -4.701
H 4.430 -3.151 -2.014
H -1.475 2.069 -1.222
H -2.077 -0.476 -0.054
H 0.993 -0.865 1.599
H -0.193 -0.500 0.092
H 3.444 -2.841 -1.082
H 1.182 -3.461 5.106
H -4.126 1.285 2.494
H 4.602 -1.215 -0.014
H -3.812 -1.067 -5.611
H -1.960 -1.239 4.783
H 2.649 -0.508 4.105
H -4.856 3.932 -1.395
H -3.206 -1.001 -0.795
H -1.817 1.528 0.873
H -4.523 -1.460 3.744
H 3.472 -4.156 -3.748
H 2.481 -3.033 -4.239
```

***

Result of the stability comparison: 2 is the least stable of them.

***

1 | Entry from the Open Molecules 2025 dataset: a molecular structure, C6H12N3 (ωB97M-V/def2-TZVPD).

Calculated values
HOMO energy, eV: -13.051
Net charge: +1
Frontier orbital gap, eV: 9.58

Structure (XYZ):
```
21
C6H12N3 (ωB97M-V/def2-TZVPD)
N -0.094 1.266 -0.320
N -1.000 -0.660 0.862
N -0.272 3.352 0.363
C 0.049 -1.318 -1.502
C -1.370 1.721 -0.672
C 1.428 -0.374 0.657
C -1.442 3.020 -0.217
C 0.527 2.338 0.281
C 0.150 -0.065 0.013
H 2.296 -0.712 -0.060
H -1.349 -1.367 0.262
H -0.536 -1.018 1.745
H -2.245 3.838 -0.438
H -1.094 -1.326 -1.520
H 0.385 -0.795 -2.320
H -2.076 1.126 -1.261
H 0.574 -2.200 -1.100
H -1.663 0.119 1.040
H 1.304 -1.183 1.327
H 1.848 0.301 1.333
H 1.639 2.415 0.420
```

***

2 | Entry from the Open Molecules 2025 dataset: 2 unconnected molecules or ions with the total composition C6H12N3 (ωB97M-V/def2-TZVPD).

Calculated values
HOMO energy, eV: -12.264
Net charge: +1
Frontier orbital gap, eV: 9.17

Structure (XYZ):
```
21
C6H12N3 (ωB97M-V/def2-TZVPD)
N -2.451 1.154 1.241
N -0.015 -1.543 -1.089
N -2.406 0.585 0.203
C -2.593 1.969 2.114
C 1.479 0.062 1.341
C -0.450 -2.683 -1.760
C 0.194 -0.545 -0.612
C 0.690 0.567 0.087
C 1.689 1.343 -0.893
H 1.180 1.760 -1.803
H -1.493 -2.749 -1.654
H -0.073 1.314 0.486
H 0.812 -0.619 1.935
H -3.071 -0.014 -0.193
H 1.749 0.809 2.087
H -0.137 -2.547 -2.811
H 0.173 -3.466 -1.500
H 2.016 2.172 -0.237
H -2.258 2.187 3.082
H 2.370 -0.446 1.093
H 2.596 0.690 -1.117
```

***

Result of the stability comparison: 2 is the least stable of them.